Entry from OMol25: 2 unconnected molecules or ions with the total composition C4H15N2O at a distorted geometry (ωB97M-V with the def2-TZVPD basis set).

Summary:
DFT total energy = -345.90612 Ha
HOMO = -13.901 eV
total charge = +1
spin multiplicity = 1

Last column: natural (NBO) charge in e.
CARTESIAN COORDINATES (ANGSTROEM)
O 1.96 1.46 -1.93  -0.707
N 0.79 -1.52 -0.05  -0.864
N -0.68 0.43 1.39  -0.715
C -2.86 -0.71 1.41  -0.642
C 1.97 0.51 -0.88  -0.065
C 1.03 -0.66 -1.22  -0.261
C -2.15 0.58 1.03  -0.222
H -0.21 1.33 1.38  0.433
H -2.79 -0.89 2.49  0.223
H -2.28 0.83 -0.03  0.231
H -0.62 0.13 2.36  0.427
H 0.06 -0.35 -1.65  0.199
H -0.26 -0.31 0.75  0.474
H -2.53 1.45 1.60  0.224
H -3.93 -0.63 1.16  0.258
H -2.47 -1.58 0.86  0.224
H 1.48 -1.21 -2.05  0.205
H 2.86 1.58 -2.22  0.487
H 1.67 1.01 0.06  0.132
H 0.25 -2.34 -0.32  0.388
H 1.70 -1.90 0.20  0.386
H 2.99 0.15 -0.67  0.183